Record 1
C25H37F4N2O7S | ωB97M-V/def2-TZVPD

## Properties
Kohn-Sham gap   3.8 eV
Total charge   -1
LUMO   -0.15 eV

Geometry (Å):
C: -3.48 -0.64 -6.49
N: -2.94 -0.84 -5.11
C: -1.79 -1.82 -5.10
C: -2.08 -2.82 -3.86
C: -1.24 -2.80 -2.53
C: 0.00 -1.82 -2.32
C: -0.40 -0.31 -1.89
C: 0.05 0.09 -0.40
C: 1.42 0.96 -0.36
C: 1.15 2.56 -0.36
C: 0.67 3.12 1.08
C: 1.09 4.67 1.30
C: 0.89 5.15 2.85
C: -0.21 6.32 2.98
C: -0.16 7.12 4.37
O: 0.44 6.37 5.46
C: 0.41 7.28 6.60
C: -1.67 -3.84 -1.42
S: -0.79 -3.98 0.22
O: -1.11 -2.78 1.06
O: 0.68 -4.26 0.07
F: -1.46 -5.32 1.03
C: -2.88 -4.82 -1.60
C: -3.72 -4.86 -2.90
C: -3.24 -3.84 -3.97
C: -4.27 -4.17 -5.13
O: -4.30 -3.87 -6.35
N: -5.36 -5.04 -4.61
C: -4.98 -5.72 -3.33
O: -5.54 -6.70 -2.81
H: -2.69 -0.64 -7.30
H: -3.97 0.41 -6.50
H: -4.32 -1.37 -6.77
H: -3.67 -1.15 -4.45
H: -1.64 -2.37 -6.09
H: -0.84 -1.23 -4.86
H: 0.65 -1.78 -3.27
H: 0.70 -2.23 -1.50
H: 0.18 0.39 -2.60
H: -1.51 -0.07 -2.06
H: 0.22 -0.80 0.30
H: -0.76 0.76 0.06
H: 1.91 0.73 0.68
H: 2.18 0.63 -1.15
H: 2.09 3.13 -0.68
H: 0.26 2.73 -1.07
H: 1.07 2.51 1.96
H: -0.48 3.10 1.12
H: 0.40 5.36 0.68
H: 2.18 4.80 0.95
H: 0.66 4.21 3.45
H: 1.89 5.61 3.20
H: -1.25 5.87 2.79
H: 0.00 7.08 2.14
H: 0.46 8.09 4.23
H: -1.25 7.40 4.64
H: 1.33 7.95 6.68
H: -0.53 7.96 6.60
H: 0.33 6.68 7.58
H: -3.17 -5.52 -0.75
H: -5.37 -5.82 -5.30
C: 3.99 -4.15 2.62
C: 2.81 -3.26 2.98
O: 3.18 -2.09 3.69
C: 3.68 -0.94 2.94
O: 2.86 -0.62 1.96
C: 5.18 -1.10 2.47
F: 5.92 -1.73 3.42
F: 5.77 0.10 2.29
F: 5.35 -1.80 1.33
H: 4.72 -4.19 3.43
H: 3.64 -5.17 2.41
H: 4.50 -3.80 1.73
H: 2.18 -3.82 3.68
H: 2.19 -3.05 2.11
H: 3.79 -0.20 3.75

***

Record 2
C13H9ClN4OS2 | ωB97M-V/def2-TZVPD

## Properties
Kohn-Sham gap   8.1 eV
Structure (SMILES)   O=C(N/N=C/c1cccs1)c1cc(-c2ccc(Cl)s2)[nH]n1
Total charge   0
LUMO   -0.06 eV

Geometry (Å):
O: -0.55 -2.54 1.51
C: -0.61 -1.48 0.93
N: -1.72 -1.04 0.25
N: -2.92 -1.62 0.06
C: -3.23 -2.78 0.51
C: -4.53 -3.31 0.25
C: -5.03 -4.52 0.65
C: -6.35 -4.74 0.22
C: -6.84 -3.70 -0.50
S: -5.70 -2.43 -0.68
H: -7.81 -3.60 -0.95
H: -6.91 -5.63 0.44
H: -4.46 -5.22 1.24
H: -2.56 -3.41 1.10
H: -1.69 -0.12 -0.17
C: 0.50 -0.51 0.85
N: 1.41 -0.43 1.81
N: 2.27 0.50 1.43
C: 1.97 1.03 0.22
C: 0.81 0.39 -0.19
H: 0.29 0.54 -1.12
C: 2.76 2.05 -0.41
C: 2.54 2.64 -1.63
C: 3.51 3.60 -1.96
C: 4.47 3.74 -1.00
S: 4.19 2.68 0.35
Cl: 5.81 4.80 -1.01
H: 3.51 4.17 -2.87
H: 1.72 2.39 -2.27
H: 3.05 0.74 2.02

***

Record 3
C16H16As2Cl5F6FeOP | ωB97M-V/def2-TZVPD

## Properties
<S²>   6.068
Kohn-Sham gap (alpha / beta)   7.8 / 6.4 eV
2S+1   5
Total charge   +2
LUMO (alpha / beta)   -6.88 / -8.75 eV

Geometry (Å):
Fe: 0.58 0.87 1.00
C: -0.75 -2.23 2.39
As: -0.81 -1.16 0.79
C: -2.70 -0.76 0.73
C: -0.66 -2.50 -0.62
C: -0.52 -3.82 -0.22
C: -0.58 -4.86 -1.14
C: -0.80 -4.59 -2.48
C: -0.92 -3.28 -2.91
C: -0.82 -2.24 -1.99
As: -0.84 -0.51 -2.81
C: -2.25 -0.39 -4.10
C: 0.85 -0.23 -3.67
H: -1.47 -3.03 2.29
H: -1.04 -1.61 3.23
H: 0.25 -2.63 2.57
H: -3.23 -1.70 0.86
H: -2.97 -0.30 -0.22
H: -2.95 -0.07 1.53
H: -0.35 -4.06 0.82
H: -0.48 -5.88 -0.79
H: -0.87 -5.40 -3.19
H: -1.06 -3.08 -3.96
H: -1.84 -0.70 -5.07
H: -2.59 0.64 -4.16
H: -3.06 -1.04 -3.79
H: 1.00 -1.09 -4.33
H: 1.64 -0.19 -2.93
H: 0.81 0.69 -4.23
Cl: 3.59 3.96 6.39
C: 3.12 3.49 4.86
C: 2.18 2.40 4.74
Cl: 1.54 1.62 6.11
C: 1.83 2.02 3.50
Cl: 0.71 0.69 3.18
C: 2.36 2.61 2.31
O: 2.05 2.18 1.18
C: 3.27 3.73 2.46
Cl: 3.84 4.46 1.06
C: 3.63 4.15 3.72
Cl: 4.69 5.46 3.92
F: -1.79 1.59 -0.75
P: -0.69 2.73 -1.05
F: 0.56 3.64 -1.28
F: -1.74 3.87 -1.07
F: -0.45 2.83 0.57
F: -0.77 2.36 -2.59
F: 0.50 1.34 -0.89

***

Record 4
C24H42F4N3PSeTi | ωB97M-V/def2-TZVPD

## Properties
<S²>   0.754
Kohn-Sham gap (alpha / beta)   6.4 / 6.3 eV
Energy above the lowest of the compared OMol25 structures with the same formula, charge and spin   30.5 kJ/mol
2S+1   2
Total charge   -1
LUMO (alpha / beta)   2.47 / 2.33 eV

Geometry (Å):
Ti: -0.66 -0.59 -1.74
C: 3.89 -0.89 -4.15
C: 2.45 -0.64 -3.71
N: 2.30 0.04 -2.42
C: 2.70 1.44 -2.46
C: 1.65 2.33 -3.12
C: 2.87 -0.69 -1.31
C: 2.25 -2.08 -1.13
N: 0.82 -1.95 -1.13
C: -0.05 -2.97 -1.31
C: -1.39 -2.49 -1.42
F: -0.29 -0.80 -3.52
C: -2.39 -3.38 -1.68
F: -3.67 -2.93 -1.84
C: -2.21 -4.76 -1.76
C: -0.91 -5.20 -1.62
F: -0.66 -6.53 -1.68
C: 0.16 -4.35 -1.41
F: 1.40 -4.90 -1.28
H: 3.89 -1.50 -5.06
H: 4.46 -1.44 -3.40
H: 4.44 0.03 -4.38
H: 1.90 -1.57 -3.66
H: 1.93 -0.04 -4.46
H: 3.66 1.58 -2.97
H: 2.86 1.77 -1.43
H: 1.57 2.13 -4.19
H: 1.91 3.38 -3.00
H: 0.66 2.15 -2.69
H: 2.68 -0.11 -0.41
H: 3.97 -0.80 -1.38
H: 2.62 -2.46 -0.16
H: 2.63 -2.78 -1.88
H: -3.02 -5.45 -1.92
Se: -2.36 1.09 -2.60
C: -3.12 1.76 3.03
C: -2.78 0.91 1.81
C: -3.60 1.38 0.61
C: -3.23 -0.54 2.06
P: -0.95 0.86 1.35
N: -0.76 0.27 -0.07
C: -0.23 2.60 1.42
C: -0.01 3.18 2.82
C: -1.17 3.53 0.64
C: 1.11 2.59 0.66
C: -0.06 -0.23 2.61
C: -0.31 -1.71 2.24
C: -0.41 -0.01 4.09
C: 1.45 -0.01 2.44
H: -4.18 1.60 3.27
H: -3.00 2.83 2.85
H: -2.55 1.50 3.92
H: -4.66 1.23 0.84
H: -3.36 0.80 -0.28
H: -3.46 2.43 0.37
H: -4.32 -0.55 2.10
H: -2.87 -0.94 3.01
H: -2.92 -1.20 1.25
H: -0.93 3.24 3.41
H: 0.37 4.20 2.71
H: 0.73 2.62 3.39
H: -2.10 3.73 1.16
H: -1.39 3.13 -0.35
H: -0.65 4.49 0.50
H: 1.94 2.26 1.27
H: 1.32 3.60 0.31
H: 1.05 1.94 -0.22
H: -1.26 -2.08 2.60
H: 0.48 -2.31 2.71
H: -0.25 -1.85 1.16
H: -1.44 -0.29 4.31
H: -0.26 1.02 4.41
H: 0.24 -0.65 4.70
H: 1.72 -0.12 1.39
H: 1.98 -0.79 3.00
H: 1.79 0.95 2.81

***

Record 5
C42H44Cl2N8 | ωB97M-V/def2-TZVPD

## Properties
Kohn-Sham gap   9.6 eV
Structure (SMILES)   c1ccncc1.c1ccncc1.c1ccncc1.c1ccncc1.c1ccncc1.c1ccncc1.c1ccncc1.c1ccncc1.ClCCCl
Energy above the lowest of the compared OMol25 structures with the same formula, charge and spin   298.8 kJ/mol
Total charge   0
LUMO   0.27 eV

Geometry (Å):
Cl: -6.14 -22.57 8.87
C: -5.89 -20.93 9.64
C: -5.16 -21.10 11.00
Cl: -3.43 -21.48 10.68
H: -6.83 -20.42 9.86
H: -5.32 -20.39 8.88
H: -5.61 -21.82 11.67
H: -5.14 -20.18 11.58
N: 2.06 -13.93 15.29
C: 1.06 -13.61 16.14
C: -0.22 -14.28 16.25
C: -0.44 -15.37 15.41
C: 0.56 -15.68 14.45
C: 1.81 -15.01 14.47
H: 1.26 -12.94 16.97
H: -0.90 -13.93 17.00
H: -1.31 -16.01 15.39
H: 0.34 -16.47 13.74
H: 2.54 -15.29 13.72
N: -0.55 -23.28 2.52
C: -1.89 -23.55 2.68
C: -2.79 -23.61 1.63
C: -2.33 -23.52 0.33
C: -0.96 -23.29 0.14
C: -0.10 -23.12 1.24
H: -2.20 -23.85 3.68
H: -3.83 -23.87 1.75
H: -3.04 -23.40 -0.48
H: -0.55 -23.19 -0.85
H: 0.91 -22.78 1.09
N: -7.93 -16.01 13.64
C: -7.85 -15.17 12.54
C: -8.76 -15.28 11.48
C: -9.83 -16.16 11.51
C: -9.87 -17.04 12.68
C: -8.92 -16.88 13.68
H: -7.02 -14.49 12.44
H: -8.73 -14.65 10.60
H: -10.49 -16.27 10.66
H: -10.66 -17.77 12.81
H: -8.97 -17.43 14.61
N: -0.47 -16.21 7.43
C: -0.83 -14.93 7.40
C: -1.60 -14.42 6.31
C: -2.10 -15.35 5.42
C: -1.83 -16.71 5.48
C: -1.00 -17.10 6.53
H: -0.47 -14.22 8.12
H: -1.65 -13.35 6.16
H: -2.66 -14.98 4.58
H: -2.25 -17.41 4.78
H: -0.69 -18.14 6.53
N: -2.57 -26.93 16.90
C: -2.84 -25.67 16.57
C: -1.96 -24.62 16.86
C: -0.82 -24.84 17.57
C: -0.56 -26.13 17.95
C: -1.41 -27.12 17.56
H: -3.84 -25.50 16.20
H: -2.18 -23.57 16.73
H: -0.30 -23.94 17.87
H: 0.34 -26.24 18.53
H: -1.24 -28.14 17.88
N: -15.19 -22.54 6.02
C: -14.80 -21.28 5.72
C: -13.44 -21.03 5.56
C: -12.50 -22.04 5.76
C: -12.94 -23.26 6.15
C: -14.28 -23.51 6.18
H: -15.48 -20.46 5.53
H: -13.15 -20.02 5.31
H: -11.44 -21.82 5.71
H: -12.15 -23.94 6.44
H: -14.65 -24.50 6.38
N: 5.26 -22.39 12.35
C: 4.21 -22.93 11.64
C: 3.96 -22.66 10.32
C: 4.57 -21.57 9.72
C: 5.67 -21.03 10.41
C: 5.91 -21.44 11.72
H: 3.59 -23.67 12.12
H: 3.09 -23.10 9.87
H: 4.29 -21.27 8.72
H: 6.34 -20.32 9.95
H: 6.78 -21.02 12.20
N: -0.16 -28.06 9.80
C: -1.50 -27.92 9.80
C: -2.26 -27.93 8.63
C: -1.58 -28.07 7.45
C: -0.21 -28.13 7.44
C: 0.53 -28.21 8.58
H: -2.04 -27.61 10.69
H: -3.33 -27.98 8.72
H: -2.08 -28.18 6.50
H: 0.25 -28.14 6.46
H: 1.60 -28.20 8.67

***

Record 6
C3H12NO4 | ωB97M-V/def2-TZVPD

## Properties
Kohn-Sham gap   10.2 eV
Energy above the lowest of the compared OMol25 structures with the same formula, charge and spin   91.7 kJ/mol
Total charge   +1
LUMO   -3.30 eV

Geometry (Å):
O: -0.97 1.53 -0.10
C: -0.10 1.96 -0.82
O: -0.25 2.98 -1.64
C: 1.16 1.11 -1.06
C: 2.44 1.89 -0.96
N: 1.08 0.03 0.04
H: -1.13 3.35 -1.46
H: 0.95 0.52 -1.95
H: 2.51 2.61 -1.78
H: 2.51 2.38 0.01
H: 3.33 1.30 -1.14
H: 2.03 -0.15 0.35
H: 0.76 -0.80 -0.41
H: 0.37 0.25 0.75
H: -5.79 -4.38 0.44
H: -4.93 -3.99 1.58
O: -5.21 -3.65 0.72
H: 0.81 -2.06 3.08
H: -0.17 -2.74 2.20
O: 0.60 -2.15 2.15

***

Record 7
C8H20NS3 | ωB97M-V/def2-TZVPD

## Properties
Kohn-Sham gap   9.1 eV
Structure (SMILES)   CCSC(C[NH3+])(SCC)SCC
Energy above the lowest of the compared OMol25 structures with the same formula, charge and spin   0.0 kJ/mol
Total charge   +1
LUMO   -3.07 eV

Geometry (Å):
C: -2.19 -3.06 -0.31
C: 4.02 -0.66 -0.17
C: -2.82 2.38 0.42
C: 0.72 1.37 1.02
C: -0.74 -2.51 -0.55
C: 2.61 -1.25 -0.30
C: -2.55 0.99 0.04
C: 0.22 0.10 -0.22
N: 0.85 2.58 0.09
S: -0.26 -1.32 0.74
S: 1.68 0.00 -1.20
S: -1.11 0.84 -1.13
H: -2.87 -2.35 -0.69
H: -2.26 -4.07 -0.64
H: -2.18 -3.12 0.74
H: 4.50 -0.19 -1.01
H: 3.90 0.14 0.59
H: 4.74 -1.38 0.42
H: -3.83 2.48 0.72
H: -2.17 2.65 1.26
H: -2.77 3.18 -0.39
H: -0.03 1.77 1.80
H: 1.62 1.03 1.45
H: -0.73 -2.12 -1.59
H: 0.07 -3.30 -0.35
H: 2.17 -1.42 0.63
H: 2.76 -2.11 -0.87
H: -3.44 0.63 -0.65
H: -2.53 0.18 0.78
H: -0.02 2.73 -0.45
H: 1.44 2.20 -0.69
H: 1.21 3.61 0.51

***

Record 8
C6H4O | ωB97M-V/def2-TZVPD

## Properties
Kohn-Sham gap (alpha / beta)   7.8 / 7.8 eV
Energy above the lowest of the compared OMol25 structures with the same formula, charge and spin   589.2 kJ/mol
Total charge   0
LUMO (alpha / beta)   -1.00 / -1.00 eV

Geometry (Å):
C: -0.54 0.86 0.96
C: -1.71 1.14 0.16
C: -1.52 -0.17 0.56
C: -0.20 -0.71 0.78
C: 0.80 -0.51 -0.20
C: 0.52 -0.06 -1.55
O: -0.59 -0.03 -2.06
H: 0.03 1.32 1.75
H: 0.00 -1.28 1.69
H: 1.81 -0.83 0.03
H: 1.41 0.27 -2.12